Entry 1:
{
  "formula": "C48H42AgN4O2SSb",
  "method": "wB97M-V/def2-TZVPD",
  "relative_energy_ev": 1.509,
  "e_tot_ha": -3009.002021,
  "largest_force_ha_per_bohr": 0.07786,
  "homo_lumo_gap_ev": 6.25,
  "charge": 0,
  "elements": ["Ag", "C", "O", "C", "C", "C", "C", "C", "C", "N", "N", "C", "C", "O", "C", "C", "C", "C", "C", "C", "C", "C", "H", "H", "H", "H", "H", "H", "H", "H", "H", "H", "H", "H", "H", "S", "C", "C", "C", "N", "C", "C", "C", "C", "C", "N", "C", "C", "H", "H", "H", "H", "H", "H", "H", "H", "C", "C", "C", "C", "C", "C", "C", "Sb", "C", "C", "C", "C", "C", "C", "C", "C", "C", "C", "C", "C", "C", "C", "H", "H", "H", "H", "H", "H", "H", "H", "H", "H", "H", "H", "H", "H", "H", "H", "H", "H", "H", "H", "H"],
  "positions_angstrom": [[11.9438, -10.8862, 16.3568], [14.5506, -13.4983, 17.9822], [13.8749, -13.1615, 16.8252], [13.6240, -14.2301, 16.0397], [14.1820, -15.4642, 16.1102], [13.8494, -16.4723, 15.2331], [12.8224, -16.2358, 14.2912], [12.2428, -14.9636, 14.1901], [12.6869, -13.8928, 14.9639], [12.4274, -12.5331, 14.7484], [11.8595, -12.3105, 13.5778], [12.0926, -11.0975, 12.9905], [12.7458, -10.0554, 13.6550], [13.0439, -10.0070, 14.9116], [13.3813, -8.9797, 12.8287], [13.1358, -8.9001, 11.5045], [12.3565, -9.9083, 10.9024], [12.3354, -9.9818, 9.4935], [11.5021, -10.8569, 8.8096], [10.7097, -11.7371, 9.5565], [10.8461, -11.8339, 10.9120], [11.6160, -10.8935, 11.6387], [15.6414, -13.7084, 17.7747], [14.0966, -14.3722, 18.5354], [14.5000, -12.6759, 18.6776], [14.8879, -15.7250, 16.9253], [14.3635, -17.4138, 15.2022], [12.5955, -17.1058, 13.6769], [11.5720, -14.7859, 13.3332], [14.0609, -8.2910, 13.3251], [13.6066, -8.2583, 10.7370], [12.9138, -9.1794, 8.9789], [11.4706, -10.7549, 7.7543], [9.9648, -12.3394, 9.0559], [10.3451, -12.6469, 11.4133], [8.4969, -13.0317, 21.7583], [9.5245, -12.6527, 20.3599], [9.2174, -13.1690, 19.0937], [9.8105, -12.6225, 17.9832], [10.7452, -11.6701, 18.0336], [11.1418, -11.2199, 19.2319], [10.5916, -11.6697, 20.3952], [9.5778, -12.5131, 22.9751], [9.3274, -11.2845, 23.6153], [10.3153, -10.8140, 24.5260], [11.4183, -11.4109, 24.8136], [11.5523, -12.6854, 24.3336], [10.7390, -13.2529, 23.3816], [8.5633, -13.9937, 19.0914], [9.3677, -12.8994, 17.0096], [11.9004, -10.4024, 19.2998], [11.0136, -11.4346, 21.3321], [8.6170, -10.5273, 23.3396], [10.1482, -9.8268, 24.9957], [12.3380, -13.2702, 24.8061], [10.9218, -14.2455, 22.8808], [7.8892, -9.2442, 13.7867], [7.8648, -7.7332, 13.6133], [7.5600, -7.1114, 12.3621], [7.3302, -5.7645, 12.3389], [7.6326, -5.0163, 13.4976], [7.9623, -5.6408, 14.7050], [8.1798, -7.0022, 14.7696], [9.0162, -7.9232, 16.5344], [7.8270, -6.9999, 18.1408], [7.7624, -5.6093, 18.3108], [7.0186, -5.0295, 19.3491], [6.2815, -5.8336, 20.1874], [6.1789, -7.1920, 19.9249], [7.0218, -7.7423, 19.0071], [6.9264, -9.2662, 18.7809], [10.8465, -6.5836, 16.4207], [11.2580, -6.1197, 15.2037], [12.2570, -5.1889, 15.0231], [12.9777, -4.7651, 16.1920], [12.6390, -5.2501, 17.4161], [11.6219, -6.2400, 17.5200], [11.4621, -6.7989, 18.8854], [7.5126, -9.6892, 12.8351], [7.2580, -9.5622, 14.6116], [8.9183, -9.5835, 13.8433], [7.7301, -7.6582, 11.4090], [6.9857, -5.2995, 11.3896], [7.4761, -3.9433, 13.5054], [8.1080, -4.9820, 15.5719], [8.3793, -4.9465, 17.6799], [7.1691, -3.9715, 19.5453], [5.7308, -5.3600, 20.9460], [5.4289, -7.8063, 20.4316], [6.1843, -9.6710, 19.4556], [7.8936, -9.7394, 18.9836], [6.5453, -9.5434, 17.7318], [10.7965, -6.4288, 14.2663], [12.5585, -4.7450, 13.9864], [13.7952, -4.0125, 16.1843], [13.1042, -5.0006, 18.3844], [10.4327, -6.6859, 19.2445], [12.1582, -6.2688, 19.6121], [11.6250, -7.8516, 18.8820]]
}

=====

Entry 2:
{
  "formula": "C48H42Cl2N6O2P2S3Ta",
  "method": "wB97M-V/def2-TZVPD",
  "relative_energy_ev": 2.229,
  "e_tot_ha": -5188.064317,
  "largest_force_ha_per_bohr": 0.02691,
  "homo_lumo_gap_ev": 6.44,
  "charge": 1,
  "elements": ["Ta", "Cl", "C", "C", "C", "N", "C", "O", "C", "C", "C", "C", "C", "N", "C", "C", "C", "Cl", "N", "C", "O", "C", "C", "C", "C", "C", "N", "H", "H", "H", "H", "H", "H", "H", "H", "H", "H", "S", "P", "C", "P", "S", "C", "C", "C", "C", "C", "C", "C", "C", "C", "C", "C", "C", "C", "C", "C", "C", "C", "C", "C", "C", "C", "C", "C", "C", "H", "H", "H", "H", "H", "H", "H", "H", "H", "H", "H", "H", "H", "H", "H", "H", "H", "H", "H", "H", "C", "C", "N", "C", "S", "N", "C", "C", "H", "H", "H", "H", "H", "H", "H", "H", "H", "H", "H", "H"],
  "positions_angstrom": [[-1.1776, 0.5661, -0.6448], [-3.3399, -3.6854, -5.5419], [-2.9292, -2.2145, -4.7358], [-2.9642, -2.1958, -3.3477], [-2.5965, -1.0354, -2.6902], [-2.5522, -0.8281, -1.2946], [-3.4065, -1.5028, -0.4765], [-4.0708, -2.4854, -0.7341], [-3.5062, -0.7980, 0.8444], [-4.4584, -1.1402, 1.7808], [-4.5349, -0.3913, 2.9497], [-3.6344, 0.6352, 3.1446], [-2.6807, 0.8869, 2.1699], [-2.6362, 0.2169, 1.0134], [-2.2119, 0.0995, -3.4136], [-2.1917, 0.0882, -4.7998], [-2.5509, -1.0847, -5.4540], [-2.5017, -1.1116, -7.1781], [-1.9173, 1.1644, -2.5623], [-1.8154, 2.4321, -3.0119], [-1.7395, 2.8479, -4.1536], [-1.9863, 3.3872, -1.8597], [-2.0787, 4.7522, -2.0856], [-2.4628, 5.5688, -1.0364], [-2.7189, 4.9852, 0.1925], [-2.5428, 3.6204, 0.3410], [-2.1876, 2.8104, -0.6646], [-3.2759, -3.0710, -2.8043], [-5.1153, -1.9681, 1.5623], [-5.2808, -0.6167, 3.6969], [-3.6340, 1.2187, 4.0505], [-1.9150, 1.6381, 2.2924], [-1.8961, 0.9553, -5.3646], [-1.9053, 5.1163, -3.0870], [-2.5810, 6.6341, -1.1784], [-3.0574, 5.5706, 1.0345], [-2.7393, 3.1472, 1.2913], [0.7077, 0.6083, -2.2409], [1.2838, -1.0077, -1.1373], [0.2141, -0.7356, 0.1785], [0.3056, -1.5672, 1.7620], [-0.4702, -0.6285, 3.3157], [-0.4053, -3.2246, 1.5566], [0.2308, -4.1892, 0.7801], [-0.3358, -5.4377, 0.6063], [-1.5528, -5.7347, 1.2011], [-2.1885, -4.7858, 1.9853], [-1.6117, -3.5413, 2.1737], [2.0615, -1.8136, 2.1316], [2.6009, -3.0306, 2.5158], [3.9226, -3.1077, 2.9295], [4.7020, -1.9665, 2.9830], [4.1539, -0.7359, 2.6358], [2.8418, -0.6610, 2.2173], [0.9600, -2.4532, -2.1629], [-0.1912, -3.2062, -1.9911], [-0.4594, -4.2731, -2.8333], [0.4038, -4.5721, -3.8712], [1.5469, -3.8024, -4.0718], [1.8265, -2.7522, -3.2207], [3.0752, -0.9563, -0.9147], [3.7116, 0.2809, -0.8822], [5.0838, 0.3526, -0.7269], [5.8268, -0.8098, -0.5995], [5.1970, -2.0469, -0.6171], [3.8254, -2.1217, -0.7756], [1.1767, -3.9676, 0.2995], [0.1687, -6.1790, 0.0023], [-1.9997, -6.7069, 1.0611], [-3.1290, -5.0191, 2.4619], [-2.0769, -2.8065, 2.8160], [1.9940, -3.9264, 2.5133], [4.3353, -4.0615, 3.2280], [5.7302, -2.0299, 3.3074], [4.7530, 0.1628, 2.6938], [2.4042, 0.3012, 1.9762], [-0.8853, -2.9607, -1.1957], [-1.3523, -4.8618, -2.6838], [0.1852, -5.3961, -4.5340], [2.2131, -4.0223, -4.8929], [2.7132, -2.1532, -3.3884], [3.1263, 1.1865, -0.9822], [5.5777, 1.3138, -0.7106], [6.8997, -0.7549, -0.4881], [5.7752, -2.9523, -0.5101], [3.3424, -3.0904, -0.7819], [1.1103, 3.1364, 4.2384], [-0.2021, 3.5034, 3.5720], [-0.0061, 4.2974, 2.3506], [0.2941, 3.7823, 1.1660], [0.3766, 2.0682, 0.9450], [0.6169, 4.5753, 0.1441], [0.7615, 6.0232, 0.1848], [2.0828, 6.4728, 0.7955], [0.9234, 2.6345, 5.1838], [1.7084, 4.0244, 4.4412], [1.6734, 2.4569, 3.6039], [-0.8419, 4.0973, 4.2266], [-0.7479, 2.5948, 3.3027], [0.1211, 5.2916, 2.4774], [0.8614, 4.0821, -0.7020], [-0.1002, 6.4494, 0.7116], [0.6771, 6.3724, -0.8461], [2.2290, 6.0687, 1.7965], [2.1195, 7.5580, 0.8622], [2.9174, 6.1420, 0.1825]]
}

=====

Entry 3:
{
  "formula": "C48H42CsFN8O5S",
  "method": "wB97M-V/def2-TZVPD",
  "relative_energy_ev": 0.694,
  "e_tot_ha": -3187.007885,
  "largest_force_ha_per_bohr": 0.01583,
  "homo_lumo_gap_ev": 5.90,
  "charge": -2,
  "elements": ["Cs", "O", "C", "N", "C", "O", "C", "C", "C", "C", "C", "N", "C", "C", "C", "C", "C", "N", "H", "H", "H", "H", "H", "H", "H", "H", "C", "C", "C", "C", "C", "C", "C", "F", "C", "C", "C", "O", "C", "C", "N", "C", "C", "O", "O", "H", "H", "H", "H", "H", "H", "H", "H", "H", "H", "H", "C", "C", "C", "C", "C", "C", "C", "C", "C", "C", "N", "C", "C", "C", "C", "C", "N", "H", "H", "H", "H", "H", "H", "H", "H", "H", "H", "H", "H", "H", "H", "H", "H", "H", "N", "C", "N", "C", "C", "C", "C", "C", "C", "S", "H", "H", "H", "H", "H", "H"],
  "positions_angstrom": [[-0.3131, -0.0861, -0.9656], [3.7605, 2.4916, -6.0554], [2.9906, 2.0121, -5.2280], [2.3597, 2.5973, -4.1926], [2.8642, 3.6239, -3.5002], [3.9876, 4.1234, -3.4926], [1.8470, 4.1605, -2.4834], [2.2812, 4.9927, -1.4585], [1.3636, 5.4224, -0.5122], [0.0410, 5.0281, -0.6356], [-0.3039, 4.2132, -1.7077], [0.5770, 3.7821, -2.6013], [2.6124, 0.5354, -5.3828], [3.0983, -0.1623, -6.4843], [2.7604, -1.4944, -6.6298], [1.9557, -2.0926, -5.6711], [1.5286, -1.3226, -4.6022], [1.8374, -0.0353, -4.4588], [3.3281, 5.2639, -1.4307], [1.6760, 6.0491, 0.3156], [-0.7162, 5.3206, 0.0795], [-1.3270, 3.8791, -1.8357], [3.7322, 0.3605, -7.1872], [3.1180, -2.0626, -7.4814], [1.6690, -3.1337, -5.7400], [0.9242, -1.7382, -3.7998], [3.5050, -5.6753, 3.3685], [2.1199, -5.3262, 3.8913], [2.2052, -4.7370, 5.2938], [0.8077, -4.5325, 5.8589], [-0.0461, -3.7538, 4.8912], [-1.1396, -3.0367, 5.3301], [-1.9067, -2.3094, 4.4307], [-2.9652, -1.6190, 4.9230], [-1.6250, -2.2720, 3.0962], [-0.5198, -2.9927, 2.6278], [-0.2207, -2.9430, 1.1737], [-1.0515, -2.4451, 0.4153], [1.0542, -3.5040, 0.7864], [1.7257, -4.2253, 1.7162], [1.3933, -4.3880, 3.0263], [0.2764, -3.7221, 3.5191], [1.7782, -3.3342, -0.5690], [2.5774, -4.2438, -0.8579], [1.5472, -2.2657, -1.1758], [4.0049, -6.2964, 4.1132], [4.1082, -4.7798, 3.2099], [3.4772, -6.2353, 2.4355], [1.5278, -6.2503, 3.9452], [2.7453, -3.7872, 5.2391], [2.7843, -5.4102, 5.9285], [0.8401, -4.0108, 6.8172], [0.3542, -5.5111, 6.0497], [-1.3974, -3.0206, 6.3824], [-2.2158, -1.6986, 2.3939], [2.6246, -4.7112, 1.3658], [-3.1472, 3.3512, 4.2380], [-2.4846, 2.0022, 3.9556], [-0.9749, 2.0653, 3.8605], [-0.2415, 2.1821, 5.0416], [1.1402, 2.1660, 5.0363], [1.8070, 1.9960, 3.8305], [1.1215, 1.8573, 2.6287], [1.9339, 1.5908, 1.3860], [2.5061, 0.1706, 1.3753], [-0.2872, 1.9332, 2.6389], [-1.0027, 1.7797, 1.4426], [-1.7702, 2.7488, 1.0787], [-2.7106, 2.7737, 0.0130], [-3.5267, 3.8831, -0.2924], [-4.2988, 3.5005, -1.3863], [-3.9055, 2.1768, -1.6747], [-2.9618, 1.7310, -0.8431], [-4.2251, 3.2311, 4.3715], [-2.9925, 4.0537, 3.4185], [-2.7440, 3.8130, 5.1427], [-2.8948, 1.5761, 3.0409], [-2.7392, 1.3080, 4.7622], [-0.7809, 2.2720, 5.9803], [1.6942, 2.2656, 5.9624], [2.8920, 1.9631, 3.8110], [2.7417, 2.3257, 1.3383], [1.3463, 1.7623, 0.4821], [3.2109, 0.0385, 2.1999], [3.0162, -0.0630, 0.4393], [1.7201, -0.5784, 1.5006], [-1.7306, 3.6905, 1.6443], [-3.5302, 4.8354, 0.2228], [-5.0393, 4.0872, -1.9108], [-4.2774, 1.5424, -2.4707], [-0.3827, 2.1164, -5.0691], [-1.2622, 1.1103, -5.0769], [-1.5618, 0.3651, -4.0521], [-2.5298, -0.5582, -4.3879], [-3.0717, -1.5021, -3.5142], [-4.0317, -2.3840, -3.9809], [-4.4682, -2.3451, -5.3059], [-3.9451, -1.4112, -6.1866], [-2.9838, -0.5282, -5.7188], [-2.1468, 0.7447, -6.5650], [0.2787, 2.2418, -4.2943], [-0.0786, 2.4916, -5.9501], [-2.7521, -1.5310, -2.4791], [-4.4491, -3.1154, -3.2999], [-5.2197, -3.0438, -5.6522], [-4.2816, -1.3733, -7.2157]]
}

=====

Entry 4:
{
  "formula": "C48H42N5O",
  "method": "wB97M-V/def2-TZVPD",
  "relative_energy_ev": 0.000,
  "e_tot_ha": -2203.028796,
  "largest_force_ha_per_bohr": 0.05012,
  "homo_lumo_gap_ev": 6.27,
  "charge": 1,
  "elements": ["C", "N", "C", "O", "C", "C", "C", "C", "C", "C", "C", "C", "N", "C", "C", "C", "C", "C", "C", "C", "C", "C", "C", "C", "C", "C", "C", "C", "C", "C", "C", "H", "H", "H", "H", "H", "H", "H", "H", "H", "H", "H", "H", "H", "H", "H", "H", "H", "H", "H", "H", "H", "H", "H", "H", "H", "H", "H", "C", "C", "C", "C", "N", "C", "N", "C", "C", "C", "C", "C", "C", "C", "C", "C", "C", "C", "C", "C", "N", "C", "C", "H", "H", "H", "H", "H", "H", "H", "H", "H", "H", "H", "H", "H", "H", "H"],
  "positions_angstrom": [[1.0613, 3.6354, 4.6114], [0.8229, 2.8618, 3.4194], [1.7061, 2.8803, 2.3697], [2.6686, 3.6338, 2.2598], [1.2862, 1.7752, 1.4116], [2.4415, 0.8163, 1.1341], [2.9071, 0.1103, 2.3880], [3.9871, 0.6112, 3.1253], [4.4037, -0.0417, 4.2859], [3.7036, -1.1582, 4.7547], [2.6064, -1.6452, 4.0343], [2.2744, -1.0589, 2.8159], [0.1491, 1.1600, 2.0943], [-0.3647, -0.0206, 1.7095], [-1.2140, -0.7722, 2.5132], [-1.4409, -2.1456, 2.3951], [-2.6958, -2.6729, 2.8812], [-3.4822, -3.5951, 2.1412], [-4.8631, -3.6224, 2.3331], [-5.4511, -2.8366, 3.3353], [-4.6404, -2.1606, 4.2583], [-3.2648, -2.1246, 4.0638], [-0.1793, 1.8077, 3.3868], [-1.5813, 2.3390, 3.5140], [-2.0149, 3.4056, 2.8144], [-3.3060, 4.0530, 2.9800], [-3.6188, 5.1961, 2.2027], [-4.8352, 5.8555, 2.3507], [-5.7831, 5.3791, 3.2708], [-5.4932, 4.2476, 4.0467], [-4.2688, 3.5883, 3.9098], [1.8992, 4.3111, 4.4238], [0.1730, 4.2220, 4.8647], [1.3024, 2.9763, 5.4588], [0.9347, 2.2545, 0.4811], [2.1350, 0.0966, 0.3634], [3.2639, 1.4289, 0.7394], [4.4936, 1.5143, 2.7762], [5.2763, 0.3266, 4.8259], [4.0061, -1.6481, 5.6801], [2.0139, -2.4901, 4.3929], [1.5001, -1.5095, 2.1883], [-0.0940, -0.3572, 0.7050], [-1.7978, -0.2123, 3.2494], [-0.7721, -2.7998, 1.8215], [-3.0001, -4.1868, 1.3585], [-5.4919, -4.2294, 1.6792], [-6.5350, -2.7638, 3.4178], [-5.0743, -1.6314, 5.1101], [-2.6101, -1.6071, 4.7711], [-0.0059, 1.0968, 4.2180], [-2.2180, 1.8185, 4.2330], [-1.3575, 3.8428, 2.0541], [-2.8726, 5.5527, 1.4892], [-5.0505, 6.7404, 1.7496], [-6.7446, 5.8821, 3.3747], [-6.2265, 3.8741, 4.7639], [-4.0377, 2.7138, 4.5223], [3.0986, -2.7976, -2.2080], [2.3040, -2.1045, -1.2782], [1.4509, -2.8032, -0.4203], [1.5071, -4.1981, -0.4497], [0.9709, -4.9723, 0.5734], [0.2776, -4.6410, 1.6753], [0.1957, -5.8406, 2.3438], [-0.5074, -6.0314, 3.5478], [-0.7657, -4.9059, 4.3142], [-1.4237, -5.0476, 5.5384], [-1.7368, -6.3302, 6.0079], [-1.5510, -7.4469, 5.1891], [-0.9508, -7.2923, 3.9321], [0.9042, -6.8343, 1.6180], [1.3235, -8.1999, 1.9809], [1.4645, -9.1141, 0.9101], [1.9638, -10.3998, 1.1287], [2.3759, -10.7901, 2.4126], [2.2727, -9.8850, 3.4751], [1.7609, -8.6012, 3.2658], [1.3067, -6.3023, 0.5002], [2.2518, -4.8990, -1.3898], [3.0216, -4.1922, -2.3159], [3.7597, -2.2363, -2.8694], [2.3435, -1.0178, -1.2331], [0.7827, -2.3357, 0.3010], [-0.4483, -3.9361, 3.9232], [-1.6504, -4.1623, 6.1309], [-2.1268, -6.4544, 7.0175], [-1.8391, -8.4454, 5.5162], [-0.8000, -8.1513, 3.2776], [1.1617, -8.7993, -0.0916], [2.0406, -11.1012, 0.2951], [2.7852, -11.7885, 2.5821], [2.5980, -10.1814, 4.4734], [1.6862, -7.8950, 4.0919], [2.2452, -5.9861, -1.3438], [3.5517, -4.7434, -3.0914]]
}